{
  "formula": "C4H12ClI2NOPPd",
  "method": "ωB97M-V/def2-TZVPD",
  "elements": ["I", "I", "Pd", "P", "C", "C", "H", "H", "H", "C", "H", "H", "H", "H", "H", "H", "C", "O", "Cl", "N", "H", "H", "H"],
  "coordinates": [[-4.326, 1.372, 0.038], [-0.250, 2.823, 2.563], [-0.582, -0.092, 1.159], [0.604, -0.035, -0.709], [0.475, 1.428, -1.806], [2.344, -0.121, -0.353], [0.466, -2.343, -1.351], [0.983, -1.334, -2.697], [-0.711, -1.377, -2.231], [0.308, -1.382, -1.852], [2.558, -1.048, 0.190], [2.926, -0.114, -1.259], [1.153, 1.353, -2.613], [0.696, 2.360, -1.192], [2.649, 0.712, 0.275], [-0.587, 1.516, -2.201], [-1.419, 1.470, 0.502], [-1.535, 2.380, -0.255], [0.566, -2.301, 1.216], [-1.541, -1.101, 2.894], [-0.964, -2.075, 2.821], [-2.506, -1.320, 2.950], [-1.307, -0.771, 3.908]],
  "atomic_forces_ev_per_a": [[-1.2, 0.1, -0.3], [0.5, 0.1, 0.7], [-0.3, -2.4, 1.8], [2.3, 0.1, -3.2], [-2.3, 1.4, 2.0], [0.3, -0.3, 1.4], [0.0, 0.2, -0.2], [0.3, 0.4, -0.2], [-0.1, 0.0, -0.1], [-0.9, -1.0, 0.5], [0.1, 0.3, -0.2], [0.0, 0.1, -0.6], [0.9, -0.3, -0.8], [-0.1, -1.0, -1.0], [0.2, 0.1, 0.0], [1.5, -0.1, 0.2], [0.6, 3.7, -4.0], [-0.6, -3.6, 3.6], [-0.9, 1.8, 0.0], [3.5, -1.3, 2.5], [-1.9, 2.6, 0.3], [-1.2, -0.3, -0.2], [-0.4, -0.6, -2.3]],
  "mulliken_spin": [1.9560, 1.5360, 0.3083, -0.0024, 0.0020, -0.0019, -0.0018, -0.0012, 0.0000, 0.0057, -0.0023, -0.0003, -0.0009, 0.0032, -0.0004, 0.0012, -0.0249, 0.0706, 0.1423, 0.0128, -0.0007, 0.0000, -0.0011],
  "largest_force_ha_per_bohr": 0.106,
  "molar_mass_g_mol": 516.801,
  "de_lowest_kj_mol": 197.7,
  "gap_ev": [8.0, 4.3],
  "charge": 3,
  "lumo_energy_ev": [-12.914, -16.182],
  "multiplicity": 5
}

---

{
  "formula": "C12H14N2O3",
  "method": "ωB97M-V/def2-TZVPD",
  "elements": ["C", "C", "O", "C", "N", "C", "C", "C", "N", "C", "C", "C", "C", "C", "C", "O", "O", "H", "H", "H", "H", "H", "H", "H", "H", "H", "H", "H", "H", "H", "H"],
  "coordinates": [[2.177, -1.048, 4.881], [1.926, 0.450, 4.758], [2.574, 0.933, 3.579], [1.934, 0.989, 2.388], [0.715, 0.509, 2.320], [0.012, 0.565, 1.151], [-1.230, -0.039, 1.168], [-1.981, -0.093, 0.001], [-3.246, -0.699, 0.030], [-1.465, 0.471, -1.160], [-0.185, 1.078, -1.192], [0.125, 1.713, -2.536], [0.937, 0.742, -3.403], [0.582, 1.083, 0.008], [1.945, 1.651, 0.172], [2.449, 2.185, -0.821], [2.547, 1.651, 1.372], [3.272, -1.258, 4.896], [1.738, -1.439, 5.789], [1.787, -1.634, 4.039], [0.833, 0.645, 4.721], [2.350, 0.981, 5.636], [-1.574, -0.460, 2.095], [-3.906, -0.569, -0.726], [-3.615, -1.056, 0.911], [-2.126, 0.490, -2.005], [0.643, 2.642, -2.418], [-0.806, 2.033, -3.057], [1.849, 0.368, -2.921], [0.316, -0.143, -3.624], [1.271, 1.216, -4.324]],
  "atomic_forces_ev_per_a": [[1.0, -0.2, -0.4], [-1.0, -0.8, 0.3], [1.0, 1.3, -2.2], [-3.8, -1.1, 1.4], [3.0, 0.7, 1.3], [-0.4, -1.0, 0.0], [-0.2, 0.1, -0.3], [-1.1, -0.6, 0.9], [0.5, 0.1, 0.0], [1.2, 0.6, 0.5], [-1.7, 0.0, -0.3], [0.2, -0.1, 0.0], [-0.1, -0.4, 0.0], [0.5, 0.4, -0.3], [-1.7, 1.1, -4.9], [0.4, -0.8, 2.6], [1.2, -0.5, 1.9], [-0.7, 0.2, 0.2], [-0.1, 0.0, 0.3], [-0.2, 0.4, 0.1], [0.7, 0.0, -0.2], [0.0, -0.1, -0.9], [-0.2, -0.1, 0.2], [0.4, 0.0, 0.3], [0.3, 0.4, -0.6], [0.1, 0.1, -0.5], [0.7, 0.4, 0.3], [0.4, -0.7, 0.4], [-0.3, 0.3, 0.2], [0.3, 0.3, -0.1], [-0.2, 0.0, -0.2]],
  "nbo_charge": [-0.6359, -0.0665, -0.4855, 0.8385, -0.5937, 0.2820, -0.3276, 0.2308, -0.8138, -0.2944, 0.1154, -0.4277, -0.5968, -0.2938, 0.7736, -0.5813, -0.4543, 0.2125, 0.2160, 0.2231, 0.2093, 0.1969, 0.2163, 0.3914, 0.3929, 0.2061, 0.2353, 0.2024, 0.2186, 0.1990, 0.2111],
  "largest_force_ha_per_bohr": 0.104,
  "smiles": "CCOc1nc2cc(N)cc(CC)c2c(=O)o1",
  "molar_mass_g_mol": 234.255,
  "de_lowest_kj_mol": 132.6,
  "gap_ev": 9.1,
  "lumo_energy_ev": 0.805
}

---

{
  "formula": "C3H7N2O3",
  "method": "ωB97M-V/def2-TZVPD",
  "elements": ["O", "N", "C", "N", "C", "O", "O", "C", "H", "H", "H", "H", "H", "H", "H"],
  "coordinates": [[2.708, 0.374, 0.135], [1.404, -0.026, 0.089], [1.053, -1.282, 0.233], [-0.285, -1.421, 0.192], [-0.855, -0.063, 0.014], [-1.623, 0.008, -1.168], [-1.698, 0.256, 1.242], [0.374, 0.962, -0.088], [2.795, 0.897, 0.958], [1.748, -2.007, 0.601], [-0.955, -2.261, 0.091], [-2.207, 0.832, -1.059], [-2.659, -0.010, 1.203], [0.331, 1.507, -1.056], [0.392, 1.779, 0.803]],
  "atomic_forces_ev_per_a": [[0.2, -0.1, 0.4], [1.0, 0.3, -0.3], [-1.8, 0.6, 0.8], [-0.6, 0.3, -0.9], [-3.1, 1.4, 1.1], [-0.6, 1.0, 1.5], [1.1, -0.4, -2.0], [-1.7, 0.3, 2.2], [0.1, -0.2, -0.3], [0.4, -0.5, -0.5], [2.1, 1.6, 0.3], [1.1, -1.6, -0.4], [1.5, 0.0, -0.5], [0.4, -0.7, 0.5], [-0.1, -2.1, -1.9]],
  "nbo_charge": [-0.4755, -0.0486, 0.3761, -0.5683, 0.6421, -0.6924, -0.7425, -0.2914, 0.4915, 0.2689, 0.4872, 0.5075, 0.5071, 0.2717, 0.2667],
  "largest_force_ha_per_bohr": 0.069,
  "smiles": "ON1C=[NH+]C(O)(O)C1",
  "molar_mass_g_mol": 119.100,
  "de_lowest_kj_mol": 166.8,
  "gap_ev": 10.8,
  "charge": 1,
  "lumo_energy_ev": -4.176
}

---

{
  "formula": "C18H35N3O28S6",
  "method": "ωB97M-V/def2-TZVPD",
  "elements": ["C", "N", "O", "O", "H", "H", "H", "C", "N", "O", "O", "H", "H", "H", "O", "S", "O", "O", "C", "C", "O", "H", "H", "H", "H", "O", "S", "O", "O", "C", "C", "O", "H", "H", "H", "H", "O", "S", "O", "O", "C", "C", "O", "H", "H", "H", "H", "O", "S", "O", "O", "C", "C", "O", "H", "H", "H", "H", "O", "S", "O", "O", "C", "C", "O", "H", "H", "H", "H", "O", "S", "O", "O", "C", "C", "O", "H", "H", "H", "H", "C", "C", "C", "N", "C", "H", "H", "H", "H", "H"],
  "coordinates": [[0.838, 0.376, -4.137], [2.243, -0.094, -4.471], [3.089, -0.159, -3.567], [2.497, -0.537, -5.609], [0.069, -0.275, -4.553], [0.734, 1.361, -4.593], [0.896, 0.356, -3.049], [6.049, 1.378, 2.173], [6.075, 1.071, 0.744], [5.107, 0.582, 0.164], [7.226, 1.211, 0.302], [5.135, 1.912, 2.434], [6.864, 2.037, 2.469], [6.083, 0.421, 2.694], [0.677, -4.911, -4.189], [-0.089, -3.961, -3.387], [-1.397, -3.585, -3.844], [0.066, -4.247, -1.737], [1.264, -3.816, -1.234], [1.891, -2.859, -2.288], [0.836, -2.621, -3.125], [1.073, -3.384, -0.252], [1.884, -4.675, -0.979], [2.835, -3.215, -2.702], [2.180, -1.905, -1.845], [-1.644, -0.672, -2.610], [-2.934, -0.555, -1.884], [-2.794, -0.269, -0.448], [-3.919, 0.454, -2.780], [-4.907, -0.205, -3.516], [-4.484, -1.676, -3.478], [-3.916, -1.891, -2.207], [-5.905, -0.116, -3.088], [-4.964, 0.122, -4.555], [-3.722, -1.973, -4.199], [-5.359, -2.318, -3.581], [-4.916, -5.841, 1.626], [-3.855, -6.025, 0.636], [-3.800, -7.336, -0.034], [-3.733, -4.741, -0.466], [-3.041, -3.638, 0.061], [-1.880, -4.313, 0.854], [-2.392, -5.565, 1.281], [-2.640, -3.033, -0.753], [-3.733, -3.046, 0.660], [-1.518, -3.674, 1.659], [-0.996, -4.536, 0.257], [0.582, 2.175, 4.743], [-0.352, 1.482, 5.589], [0.195, 0.298, 6.261], [-1.159, 2.502, 6.643], [-2.357, 1.949, 7.099], [-2.940, 1.634, 5.768], [-1.888, 1.232, 4.856], [-2.116, 1.048, 7.663], [-3.081, 2.586, 7.606], [-3.507, 2.507, 5.445], [-3.645, 0.803, 5.801], [1.785, 4.998, -1.042], [2.343, 3.714, -1.399], [1.682, 2.460, -1.146], [2.675, 3.887, -2.995], [4.003, 3.658, -3.342], [4.710, 3.213, -2.088], [3.937, 3.621, -0.989], [4.034, 2.946, -4.167], [4.428, 4.612, -3.654], [5.709, 3.603, -1.894], [4.935, 2.146, -2.078], [-3.368, 4.231, 2.666], [-2.651, 4.497, 1.415], [-3.131, 5.502, 0.534], [-1.038, 4.585, 1.842], [-0.400, 3.289, 1.713], [-1.464, 2.351, 1.213], [-2.342, 3.159, 0.622], [0.498, 3.373, 1.102], [-0.128, 3.100, 2.751], [-2.013, 1.738, 1.928], [-1.034, 1.684, 0.465], [0.498, -0.780, 0.169], [1.763, -0.157, 0.410], [2.043, -0.125, 1.786], [0.828, -0.349, 2.327], [-0.078, -0.806, 1.396], [0.153, -1.061, -0.815], [2.420, 0.114, -0.403], [2.840, 0.377, 2.313], [0.650, -0.396, 3.320], [-1.090, -1.014, 1.710]],
  "atomic_forces_ev_per_a": [[1.1, 0.0, 0.2], [1.4, -2.3, -1.4], [-1.4, 0.7, -0.7], [-1.0, 1.3, 1.8], [0.5, -0.2, 0.1], [0.1, 0.1, 0.4], [-0.7, 0.4, -0.2], [-1.2, 0.6, 1.3], [1.6, -0.7, -0.7], [1.3, 1.0, 0.8], [-1.7, -0.2, -0.7], [-0.2, -0.3, -0.2], [0.1, -0.4, -0.5], [0.0, 0.1, 0.0], [-1.4, 1.3, 1.8], [2.7, 0.3, 0.1], [1.2, -0.3, 1.4], [-3.3, -1.4, -2.6], [2.2, 0.0, 1.2], [1.1, -0.1, 2.4], [-1.9, 0.2, -3.1], [-0.2, 0.7, -0.2], [0.3, -0.1, -0.5], [-0.4, -0.5, -0.7], [-0.3, 0.0, 0.1], [-3.2, 0.2, 1.4], [1.7, -0.5, -1.0], [-1.5, -0.6, -3.2], [1.7, 0.6, 1.9], [-0.4, -1.7, -0.6], [-0.4, -0.4, -0.8], [1.4, 1.7, 1.8], [0.2, 0.3, 0.4], [0.4, 0.4, 0.1], [-0.1, 0.3, -0.4], [0.2, -0.1, 0.1], [2.0, 0.1, -1.9], [0.5, 0.4, -0.1], [0.3, 3.5, 1.2], [-1.6, -2.4, -0.1], [1.1, -0.5, 0.7], [-0.2, 0.7, -0.7], [-1.4, -1.5, 0.7], [-0.1, -0.4, 0.1], [0.2, 0.1, 0.3], [-0.5, -0.3, 0.5], [-0.4, 0.1, -0.4], [-1.7, -0.2, 0.7], [-2.1, -0.3, 1.3], [-1.8, 1.9, -1.2], [3.8, 1.1, 0.3], [-0.1, -1.8, -0.7], [-1.6, -1.2, -0.8], [2.2, -0.1, 0.5], [-0.3, 0.0, 0.4], [0.9, 0.5, 0.3], [0.6, 0.1, -0.8], [0.0, -0.1, 0.0], [0.6, -2.1, 0.5], [0.9, 1.2, -1.6], [0.5, 1.4, -0.1], [-1.8, -0.5, 1.2], [1.0, 0.7, -0.6], [1.7, -1.4, 0.2], [-2.2, 0.3, 0.7], [0.2, -0.1, 0.2], [-0.1, 0.0, -0.3], [-0.1, 0.7, -0.5], [-0.8, -0.4, 0.1], [0.9, 0.3, -2.2], [1.5, -1.2, 2.9], [0.6, -0.4, 0.2], [-1.6, 1.1, -0.9], [0.4, 0.8, 2.1], [1.9, -2.4, 0.7], [-4.1, 2.3, -3.0], [-0.4, 0.1, -0.2], [0.3, -0.5, -0.3], [0.5, 0.0, 0.6], [-0.1, 0.0, 0.0], [1.2, 1.3, 0.2], [1.6, -1.4, -0.4], [-0.9, 1.7, -2.6], [-1.1, -1.2, 1.5], [-0.7, -0.1, 1.0], [-0.5, 0.2, 0.2], [0.3, -0.1, 0.2], [-0.1, -0.3, 0.0], [0.0, 0.0, -0.2], [0.1, -0.2, 0.0]],
  "mulliken_charge": [-0.5070, 0.9299, -0.5000, -0.5818, 0.2607, 0.4008, -0.0173, -0.7849, 0.8412, -0.4289, -0.5167, 0.2565, 0.3119, 0.3163, -0.5883, 1.0543, -0.4513, -0.3353, -0.1705, 0.2840, -0.1371, 0.1586, 0.4172, 0.2851, -0.3621, -0.3704, 1.0195, -0.4947, -0.3359, -0.3812, -0.4949, -0.2023, 0.2910, 0.3295, 0.2786, 0.3782, -0.5282, 0.9994, -0.5173, -0.3237, 0.5109, 0.3468, -0.4536, -0.5261, 0.2773, 0.1850, 0.0265, -0.4994, 1.0377, -0.5323, -0.3584, -0.4443, -0.2941, -0.1860, 0.3337, 0.3188, 0.2718, 0.3068, -0.6072, 0.9535, -0.1450, -0.3585, -0.2868, -0.2615, -0.3886, 0.2745, 0.2176, 0.4030, 0.1823, -0.5417, 1.0401, -0.5461, -0.4409, 1.2108, 0.5607, -0.2447, -0.3819, -0.2649, 0.0550, -0.4418, 0.6569, 0.0574, -1.2817, 0.2874, -1.6855, -0.0152, 0.6580, 0.4212, 0.1779, 0.6317],
  "largest_force_ha_per_bohr": 0.108,
  "smiles": "C[N+](=O)[O-].C[N+](=O)[O-].O=S1(=O)OCCO1.O=S1(=O)OCCO1.O=S1(=O)OCCO1.O=S1(=O)OCCO1.O=S1(=O)OCCO1.O=S1(=O)OCCO1.c1cc[nH]c1",
  "molar_mass_g_mol": 933.873,
  "de_lowest_kj_mol": 505.2,
  "gap_ev": 8.2,
  "lumo_energy_ev": -0.377
}